C16H40HgN2O6 as an isolated structure. Source: the OMol25 dataset; level of theory: ωB97M-V with the def2-TZVPD basis set.

The spin multiplicity is 1. The value obtained for the calculated total energy is -1347.6756 Eh. The calculation puts the molar mass at 557.094 Da. The LUMO energy is 0.711 eV.

Atoms and positions in Å:
Hg -0.60929 -0.23535 0.04863
C -3.41824 -3.33605 0.57981
C -1.94995 -3.61069 0.28903
O -1.15350 -2.51871 0.11804
H -3.65687 -2.77645 1.48424
H -3.93561 -4.28793 0.69963
H -3.93756 -2.77439 -0.19668
H -1.89348 -4.06585 -0.69977
H -1.61626 -4.34064 1.02655
C -0.88141 3.41584 -2.03284
C -0.25880 3.35924 -0.63289
O -0.39218 2.09710 -0.07383
H -0.57127 2.63885 -2.73154
H -0.44877 4.27282 -2.54908
H -1.96762 3.37421 -2.11364
H -0.88629 4.04614 -0.06498
H 0.73534 3.80602 -0.61934
C 3.22932 0.13820 1.65537
O 2.18229 -0.70158 2.02858
C 1.62334 -0.44055 3.24210
C 0.15035 -0.91036 3.27573
N -0.66410 -0.08601 2.47643
C -2.03088 0.00543 3.05218
C -2.88329 0.90997 2.16318
O -2.89148 0.42208 0.76851
C -4.03769 0.82663 0.05451
H 3.86142 -0.23296 0.84865
H 3.82619 0.30229 2.55254
H 2.86351 1.15376 1.50395
H 1.64188 0.62320 3.47916
H 2.17390 -0.83587 4.09574
H -0.14861 -0.70203 4.30302
H 0.09954 -1.96035 2.98754
H -0.07386 0.70899 2.67565
H -1.94513 0.48469 4.02740
H -2.63814 -0.86431 3.30295
H -2.48120 1.89916 2.38211
H -3.90598 0.88579 2.53950
H -3.82591 1.70067 -0.56137
H -4.86826 1.22271 0.63879
H -4.49744 0.02373 -0.52176
C 5.47895 1.17727 -1.14313
O 4.27859 0.55403 -1.58246
C 3.24244 1.46990 -1.71979
C 2.00504 0.55349 -1.98300
N 1.69160 -0.40073 -0.91667
C 1.36168 -1.67645 -1.59928
C 0.19726 -1.65631 -2.60138
O -0.71245 -0.61408 -2.16161
C -2.09584 -0.84678 -2.54217
H 6.29098 0.49295 -1.38893
H 5.49938 1.19784 -0.05351
H 5.63724 2.12993 -1.64859
H 3.42867 2.21840 -2.48996
H 3.19354 2.06895 -0.81048
H 2.29557 0.01199 -2.88326
H 1.32301 1.32510 -2.34015
H 2.54540 -0.33721 -0.38086
H 1.30259 -2.37876 -0.76780
H 2.22206 -2.11141 -2.10786
H -0.21807 -2.62885 -2.86552
H 0.64174 -1.37750 -3.55679
H -2.18240 -1.32459 -3.51803
H -2.75187 0.02101 -2.61049
H -2.59332 -1.50545 -1.83030

Forces on the atoms, in the same order (eV/Å):
Hg 0.250 0.439 1.345
C -0.719 -0.096 0.170
C -0.550 0.871 -0.902
O 1.201 1.649 0.577
H 0.570 0.107 0.349
H -0.181 -0.189 -0.127
H 0.182 -0.026 -0.397
H -0.485 -1.154 -0.201
H 0.438 -0.164 0.383
C 1.079 0.174 -1.086
C -2.002 -1.430 -0.341
O 0.503 -0.518 0.745
H 0.369 -0.708 0.412
H -0.585 0.702 -0.067
H -0.053 0.405 0.512
H -0.032 0.564 0.458
H 0.608 -0.219 -0.200
C 0.422 1.115 1.793
O 0.119 -1.237 -1.832
C -1.228 0.152 1.079
C 2.126 -1.739 1.233
N -0.750 -0.100 -0.585
C -0.274 1.323 -0.605
C 0.095 -0.788 -0.044
O -0.697 0.708 2.207
C -0.624 0.970 -0.430
H -0.326 -0.172 0.104
H 0.825 -0.288 0.020
H -0.255 0.146 -0.836
H -0.170 0.704 -0.243
H 0.239 -0.698 0.004
H 0.006 -0.779 0.549
H -0.184 -0.115 0.280
H -1.473 1.855 -0.810
H -0.041 0.395 0.207
H 1.080 -0.983 -0.754
H -0.053 0.474 -1.312
H -0.101 -0.002 -0.090
H 0.436 -0.204 -0.506
H 0.127 -0.304 0.863
H 0.566 -0.222 -0.128
C 0.127 -1.316 -0.161
O 1.641 -0.032 -0.011
C -1.068 -1.089 0.800
C 1.377 2.723 -1.227
N -1.009 1.425 -2.358
C 1.367 -1.708 1.699
C 0.878 1.245 0.354
O -1.371 -0.939 -1.941
C -0.365 -0.783 -0.250
H 0.085 0.101 -0.298
H -0.148 0.764 0.179
H 0.027 0.149 0.301
H -0.139 -0.255 -0.633
H -0.570 0.011 0.434
H 0.088 -0.137 -0.137
H -1.326 -0.650 0.660
H -0.293 -1.361 0.243
H -1.147 -0.225 -0.072
H 0.349 0.425 -0.612
H -0.478 -0.077 1.083
H -0.196 0.697 -0.216
H 0.423 -0.041 -0.130
H 0.899 0.696 0.240
H 0.391 -0.243 0.256